Molecular formula: C2H4BrClO2
Method: DFT, wB97M-V/def2-TZVPD

```
10
Properties=species:S:1:pos:R:3:forces:R:3:mulliken_charge:R:1
H 1.647713 0.330731 -0.936941 -0.17 1.64 -0.70 0.3445
H -0.739575 1.454280 0.814859 1.35 -1.28 -0.08 0.3405
Br -2.419204 1.012093 -0.046192 0.02 0.29 0.34 -0.1154
O 1.542843 -0.344438 -0.297352 -0.19 -2.07 2.51 -0.3715
O 0.398808 1.110698 1.017047 -1.25 0.51 -0.37 -0.4859
C 0.737141 -0.086877 0.733606 -1.79 0.32 -1.40 0.2824
Cl -2.288922 -2.100650 0.372893 -0.29 0.50 -0.15 -0.1975
H -1.859598 -0.866482 -1.695903 -0.02 0.51 2.39 0.2597
C -1.725686 -0.685703 -0.546146 1.60 -0.78 -1.53 -0.4205
H 0.458032 -0.901445 1.445615 0.74 0.36 -1.01 0.3637
```
Positions in Å, forces in eV/Å.

Calculated values
- energy relative to the best compared isomer or geometry (same formula, charge and spin) (eV) = 3.628
- LUMO level (alpha / beta) (eV) = 0.0143 / 0.0128
- multiplicity = 1

***

Molecular formula: C53H105N2O14S3
Method: DFT, wB97M-V/def2-TZVPD

```
177
Properties=species:S:1:pos:R:3:forces:R:3:mulliken_charge:R:1
S 1.265235 -4.774925 0.085532 -0.15 2.02 0.20 -0.2085
H 3.075908 -1.555100 6.720864 -0.05 0.12 0.07 0.2004
H 5.436506 1.167788 2.548424 0.10 0.13 0.28 -0.1297
H 1.964260 2.524898 1.907406 -0.08 0.10 -0.14 0.1517
H 2.577456 5.682561 1.662801 -0.16 -0.17 0.23 0.3002
C -3.175806 -2.361586 -7.111364 0.43 0.00 0.10 -0.6236
H 3.569473 2.009950 1.352246 -0.09 0.08 0.01 0.1025
O 0.819690 -0.781260 5.973136 0.16 0.19 0.33 -0.4742
S 2.852669 -2.252997 -0.340660 -1.16 -0.01 0.90 -0.0188
H -5.132369 -2.098090 -9.165688 -0.13 -0.01 0.18 0.3482
C -5.408796 -1.004792 -1.395563 -1.83 0.90 1.10 -0.5383
S -4.039102 4.244101 3.708793 -4.13 -0.46 4.30 1.0555
H 0.610372 1.479582 -4.923264 0.02 0.02 -0.12 0.2218
H 0.503025 0.324824 8.829216 0.16 0.15 0.04 0.3436
H -0.948923 1.641527 -8.406503 0.20 -0.07 -0.07 0.2448
C -3.882730 4.651415 1.885038 1.93 0.22 -0.90 -0.8442
C -2.503839 2.474093 -3.307082 1.59 1.39 -0.43 -0.3327
H 2.635512 -1.255979 8.413709 0.09 0.19 0.06 0.3781
N -4.041569 -1.542133 -1.720225 0.38 0.13 0.37 0.7982
H 8.517695 1.001242 3.501140 -0.13 0.22 -0.02 0.3054
H -5.216161 -1.613834 0.812596 -1.50 0.07 -1.04 0.2407
H -5.687237 2.949446 0.818864 1.31 -0.19 -1.05 0.4699
H -1.113635 -1.807523 -1.859759 -0.01 -1.47 0.48 -0.0578
H 3.198445 5.390154 -2.513637 0.12 0.06 0.03 0.2546
C 3.544920 3.902353 2.338573 0.53 0.13 0.32 0.9992
C 10.677370 -4.788393 -2.075292 0.02 0.28 -0.26 -1.1501
C 5.659240 -2.840028 0.029404 -0.37 0.03 -0.44 0.0276
H 5.965963 7.620729 -1.112667 0.14 -0.14 -0.10 0.3674
C -1.218051 -0.239892 2.723814 -1.13 -0.30 1.10 1.0977
H -4.217544 5.639728 -3.883599 0.22 -1.64 0.52 0.3635
H 0.531181 2.639922 -8.562539 -0.04 -0.21 -0.04 0.3589
H 1.829237 4.923735 3.104437 -0.06 -0.01 -0.11 0.3259
C -7.355440 -0.871601 0.446140 -0.30 -0.80 3.58 -0.3253
C -4.839591 -1.168948 -8.672269 0.11 0.27 -0.25 -1.1152
C 8.268579 0.897211 2.442946 0.28 -0.22 -0.26 -1.2562
C -4.418445 1.193989 -2.617634 -1.72 -0.38 -1.08 0.0077
C -9.967211 -2.885538 1.093368 0.12 -0.24 -0.19 -0.7532
O 8.501613 -4.387612 -2.943877 0.27 -0.28 0.35 -0.5669
H -12.250352 -3.379633 2.721914 -0.03 0.22 -0.05 0.3228
C -11.130808 -3.831480 0.955236 -0.03 -0.68 -0.41 0.6416
H 7.978151 1.864030 2.026524 -0.03 0.05 0.25 0.3310
H -2.807290 2.200318 -4.369495 0.09 0.08 1.42 0.1111
H -5.529753 -0.940252 -7.857131 -0.08 -0.21 -0.04 0.2767
H 5.976053 0.304363 4.023707 -0.06 0.24 -0.03 0.1070
O -4.815499 5.329657 4.424986 2.73 -2.33 -2.51 -0.6114
H -6.315729 -2.706733 -0.240233 0.40 1.48 0.51 0.5393
H 7.464888 -2.869410 5.160055 0.11 -0.12 0.13 0.2948
C 2.899103 2.865814 1.456939 0.29 -0.28 -0.03 -0.6694
O -2.547987 -0.557014 -8.517925 -0.30 -0.24 0.26 -0.5533
O -0.753406 3.355941 -5.857632 0.13 -0.37 -0.14 -0.5339
H -2.526390 -3.748070 -3.163198 0.04 0.43 1.45 0.3420
H -1.098147 0.485658 4.877336 -1.05 0.04 -1.08 0.0677
H -2.624360 4.203164 5.413873 -0.41 0.08 -0.82 0.3380
H 4.916508 4.953491 -2.600144 0.10 0.17 -0.11 0.3265
H 8.835462 0.185307 7.001839 -0.04 -0.13 -0.03 0.2899
C 0.562996 1.381318 -6.010212 -0.06 0.10 0.42 -1.0049
H 5.556683 -2.256721 1.002204 0.05 -0.78 -1.55 -0.0207
H -3.392950 -3.344797 -7.533629 -0.17 0.02 0.16 0.4379
C 1.346086 -0.334743 6.976481 -0.15 -0.29 -0.47 0.8121
H 4.391737 -3.929455 -1.471363 -0.66 0.83 1.51 0.3191
H 3.402784 0.035224 7.436503 0.01 -0.06 0.19 0.3131
H -12.785259 -2.506994 1.251186 0.06 0.07 0.20 0.3151
C -1.166782 -2.894300 -1.489232 -0.48 0.13 -0.33 -0.0073
H 6.893918 -1.065126 -0.786104 -1.16 -1.33 -0.61 0.2113
O -11.035542 -4.858710 0.311157 0.03 0.49 0.26 -0.5634
H 0.098218 0.423799 -6.255742 0.17 -0.01 -0.19 0.2139
H -4.952617 3.285469 -0.823896 0.60 -0.67 1.21 -0.0825
H -3.379747 -0.992196 -1.125439 -0.40 -0.40 -0.45 0.2404
H -2.627173 3.562271 0.299013 -1.31 -0.15 1.13 0.2525
H -2.277274 4.431136 -2.143364 -0.88 -0.72 -1.38 0.1744
O 3.475500 6.099899 -0.132480 0.44 0.06 -0.64 -0.5631
N 0.114077 -2.340332 0.699009 1.76 -0.42 -0.75 0.3400
H -1.452184 -3.840834 0.606558 0.46 1.04 -0.96 0.3302
H -2.984140 5.369279 1.814834 -1.56 -0.85 0.29 0.4113
C -4.392969 0.044375 -3.768200 -0.66 -0.18 1.42 -0.9438
C 0.662922 0.708940 7.819659 -0.33 0.04 -0.24 -1.0970
C -12.415149 -3.455930 1.645100 -0.18 -0.30 -0.10 -1.1082
H 8.769386 -5.869772 -0.259283 0.15 -0.16 -0.02 0.2960
C -3.850118 -2.999722 -1.408931 0.48 -2.62 -0.16 -0.8596
C 0.162740 -2.495956 2.182919 -0.29 -0.49 1.79 -0.9456
H -1.050672 3.412066 -8.339415 0.09 -0.09 0.07 0.2934
H -0.306768 0.951892 7.379998 0.11 -0.05 0.05 0.2183
H -4.832192 5.191106 1.539375 1.26 -0.86 1.06 0.4133
H -3.209510 2.541980 1.749181 -0.30 1.19 -1.25 -0.3979
C 4.388746 6.186896 -0.933421 -0.36 -0.01 0.38 0.8041
C 4.216013 5.757816 -2.366015 -0.39 -0.13 0.05 -1.1130
H -2.564549 -1.123702 -3.287937 -1.79 -0.52 0.57 0.1688
H 9.150367 0.536389 1.909119 -0.12 0.02 0.06 0.3350
H -0.245739 0.299521 2.488492 -1.17 -0.87 0.21 0.0892
H 6.369652 -3.715558 0.246898 -1.21 1.14 -0.20 0.2117
H -1.369368 2.277388 -3.244912 -1.79 0.20 -0.03 0.0659
C -3.698823 -1.264335 -3.151740 0.66 0.66 -3.12 -0.5679
H 1.170531 -2.135471 2.606353 -1.53 -0.26 -0.93 0.4437
C 2.704956 -0.804627 7.421713 0.00 -0.22 -0.30 -1.0387
C -2.699710 4.050356 -3.145998 0.31 0.55 -0.77 -0.3063
H -1.975243 -0.069234 1.887029 1.14 -0.14 0.75 -0.7563
H 6.501358 5.965940 -0.681717 0.04 0.13 -0.16 0.3236
H -2.444299 -4.700418 -1.607569 -0.27 1.60 -0.67 0.4531
H -13.164409 -4.227944 1.459533 0.13 0.09 0.01 0.3037
H -6.177656 -1.307233 -2.199761 1.62 0.40 0.89 0.3410
H -9.692563 -2.783314 2.144789 -0.05 0.24 -0.07 0.3394
H 5.865664 -2.666909 5.902675 0.13 0.03 0.02 0.1912
H -8.017624 -0.262441 -0.256771 0.99 -0.75 0.37 0.3218
H -5.480668 -0.226577 -4.029885 1.55 0.60 0.37 0.4058
C -5.251077 0.598003 -1.341160 -0.24 0.43 0.31 -0.1661
H -3.899445 0.382279 -4.733729 -0.37 -0.56 1.38 0.3437
H 5.118757 -0.568846 2.737474 0.09 0.06 0.02 0.1521
H -3.791775 -2.184609 -6.226435 -0.16 -0.17 -0.08 -0.0929
H 1.269902 1.616067 7.852229 0.04 -0.08 0.21 0.3359
O -3.111435 1.670098 -2.262856 -1.22 -0.44 -0.94 0.0573
C -0.439637 2.547983 -8.070960 -0.23 0.29 0.02 -1.0472
H -4.042343 -2.150799 -3.801700 0.61 1.18 1.30 0.3460
C -1.047459 -1.812326 2.971983 0.73 0.18 -0.22 -0.7416
C 4.242751 -3.487723 -0.416521 1.42 -1.34 0.13 -0.6863
H -4.767346 4.623703 -2.467423 0.52 -0.13 -1.42 0.1404
H -2.678702 -0.359859 4.464660 1.07 1.20 -0.65 0.3251
H -4.761608 -3.558913 -1.836770 1.35 0.95 0.61 0.3865
O 6.431643 -0.315155 6.533510 0.32 -0.34 -0.07 -0.5437
C 6.940993 -2.592161 6.077460 -0.38 0.06 -0.05 -1.0554
H -0.292562 -3.443642 -1.963981 -1.00 0.70 0.91 0.6702
O -4.679559 2.897909 3.905307 2.12 2.83 -1.42 -0.5441
H -10.227818 -1.911428 0.674591 -0.02 0.06 0.26 0.3156
C -3.515433 3.363639 0.997664 -0.25 -0.83 0.31 0.4308
C -4.188025 4.579155 -3.451953 0.17 -0.12 0.87 -0.8916
H 4.380908 6.608046 -3.031024 0.18 -0.12 -0.03 0.3696
H 1.578293 1.421948 -6.409588 -0.08 -0.19 -0.10 0.4048
C -1.147464 -2.849745 0.108235 -1.03 0.05 0.04 -0.5391
C -6.013189 -1.622937 -0.016477 0.19 0.28 -0.91 -0.3609
C 6.330813 -1.991059 -1.166005 0.83 -0.81 0.22 -0.5681
H -4.705804 3.852670 -4.158115 0.57 1.11 0.76 0.1912
C 7.145134 -0.090740 2.275860 -0.02 -0.48 -0.25 0.9022
O -2.516413 4.156651 4.434982 -1.31 0.30 -1.55 -0.4348
H -9.111234 -3.285124 0.545283 -0.12 -0.03 0.07 0.1771
H -2.024510 4.537080 -3.945179 -0.87 -1.03 1.18 0.3900
O 4.650717 3.725374 2.817559 -0.41 -0.04 -0.30 -0.6000
C -1.891331 0.382392 4.068686 0.00 -0.46 -0.77 -0.6497
H -1.969309 -2.095283 0.415848 1.29 -0.97 -0.29 -0.4127
H -2.410875 1.364947 3.800430 0.79 -1.28 0.73 0.0567
H -0.856818 -1.954663 4.091893 -0.09 0.05 -1.60 0.4719
C 2.770135 5.163223 2.602835 0.08 0.15 0.28 -1.1127
O 7.289447 -1.111751 1.625519 0.26 0.61 0.54 -0.5273
O -7.729987 -0.995423 1.636779 1.44 0.54 -4.15 -0.4759
H 10.931091 -4.487009 -1.056729 0.08 -0.20 0.00 0.3073
H -2.123994 -2.331332 -6.818262 -0.11 0.00 -0.07 0.2450
H 9.084664 -1.473500 7.580838 0.11 -0.10 -0.17 0.3881
H -4.878660 -0.357959 -9.401913 0.03 -0.11 0.10 0.3177
H 0.122171 -3.621714 2.429558 0.05 1.42 -0.37 0.4342
C 1.301242 -3.080749 0.203094 0.58 -2.34 -0.65 -0.0800
H 5.575692 -1.759538 -1.984444 0.96 -0.02 1.10 0.2641
C -2.502913 -3.629316 -2.033742 0.33 -0.25 1.21 -0.8346
H 5.712651 6.996055 0.528920 -0.01 -0.05 -0.13 0.2953
C -0.257091 2.509151 -6.578402 -0.24 0.44 0.13 0.8773
C 7.287469 -1.177186 6.457944 -0.44 0.43 0.06 0.9267
H -5.132188 0.735933 0.972991 0.45 0.31 -1.42 0.5450
H -5.101520 2.019135 -3.045089 1.36 -0.93 0.72 0.1145
H 3.355323 5.818556 3.251409 -0.05 -0.11 -0.07 0.2943
H 10.961354 -3.985862 -2.758796 -0.07 -0.10 0.08 0.3051
C 8.733945 -0.870081 6.741017 -0.06 0.40 0.07 -1.1890
H 9.063389 -7.075142 -1.552192 0.09 0.04 0.20 0.3973
H 7.532787 -6.178780 -1.494407 0.14 0.02 0.00 0.2452
C 5.835021 0.230360 2.942993 -0.14 -0.33 -0.17 -0.2585
H 9.337406 -1.071198 5.853194 0.07 -0.18 0.12 0.3081
H 2.710603 3.286430 0.466832 -0.19 0.04 0.08 0.2876
H -6.325588 1.012352 -1.415275 1.65 -0.61 0.00 0.5766
C 8.607418 -6.112480 -1.311731 -0.37 0.04 -0.10 -1.0889
H -3.515953 0.926267 0.139509 -1.66 0.03 -0.44 -0.2390
H -1.998376 -2.398730 2.727121 1.08 0.99 0.35 0.2567
H -3.793331 -3.225778 -0.282006 -0.34 0.88 -1.73 0.3565
C 9.196009 -5.034420 -2.182904 -0.36 0.38 -0.45 0.9077
C -3.437662 -1.292039 -8.137877 0.40 0.49 -0.32 0.7819
H 11.225315 -5.692275 -2.349521 0.04 0.00 0.22 0.3433
H 4.052322 -4.368703 0.277910 -0.22 1.25 -0.85 0.4207
C -4.645138 1.149402 0.028738 0.95 0.81 0.37 -0.4926
C -4.751158 2.768063 0.167989 -0.93 -0.32 1.01 -0.4955
C 5.733710 6.727407 -0.529157 -0.14 0.07 0.40 -1.1353
H 7.142651 -2.676106 -1.634626 -1.44 1.24 0.55 -0.0202
H 7.212030 -3.272074 6.887864 0.16 -0.05 -0.14 0.4166
```
Positions in Å, forces in eV/Å.

Calculated values
- net charge = +1
- LUMO level (eV) = -2.2003
- multiplicity = 1

***

Molecular formula: C4H10N2O
Method: DFT, wB97M-V/def2-TZVPD

```
17
Properties=species:S:1:pos:R:3:forces:R:3:mulliken_charge:R:1
C -0.574571 1.849761 0.174622 -0.27 0.19 -0.54 -1.3346
H -1.391618 -0.424381 -1.823636 -0.46 0.08 0.36 0.2550
H -0.027717 1.958173 -0.763843 -0.08 -0.08 0.06 0.3347
H -1.677115 0.313510 1.292233 0.02 -0.13 -0.25 0.4150
H -1.434253 2.524810 0.141380 0.15 -0.01 0.10 0.3695
H 2.316532 -0.304671 1.212808 -0.04 -0.07 -0.14 0.2390
H 1.422817 0.419770 -0.842197 -0.33 -0.03 0.07 0.2922
N 2.282043 -0.960842 0.435803 -0.37 -0.18 -0.01 -0.6553
C -0.999548 0.448345 0.451778 -0.66 -1.95 -2.44 0.1056
N -1.678742 -0.514233 -0.853994 1.04 1.95 1.56 -0.6123
H 0.107990 2.165784 0.974529 -0.22 -0.09 -0.03 0.3088
O -0.365507 -1.755792 0.950082 0.52 0.78 -1.64 -0.7774
H 2.028751 -1.858915 0.850662 0.03 0.21 -0.07 0.3015
C -0.182627 -0.769434 0.152937 0.00 -0.41 4.11 0.7194
H -2.267065 -1.268315 -0.506913 0.39 0.25 -0.45 0.2960
C 1.203740 -0.588784 -0.482163 0.05 -0.45 -0.74 -0.5895
H 1.236890 -1.234787 -1.364088 0.23 -0.08 0.05 0.3322
```
Positions in Å, forces in eV/Å.

Calculated values
- SMILES string = C[C@H]1[NH2+][C@@]1([O-])CN
- energy relative to the best compared isomer or geometry (same formula, charge and spin) (eV) = 3.548
- LUMO level (eV) = 0.7840
- multiplicity = 1

***

Total energy per entry: -88794.7164; -120801.5464; -9335.4395 eV